[1]
ORCA calculation (wB97M-V/def2-TZVPD) on C4H10BNO3 in the gas phase.

Structure (ORCA input):
```
! wB97M-V def2-TZVPD RIJCOSX def2/J DEFGRID3
* xyz 0 1
B -0.508 0.855 -0.300
C 3.075 -0.425 -0.054
C -1.606 -1.333 0.902
C -1.481 -0.765 -0.570
C 1.012 0.644 -0.624
N 1.971 0.299 0.292
O 3.384 -0.704 -1.120
O -1.140 1.705 -1.311
O -0.879 1.294 1.072
H 3.626 -0.844 0.929
H -0.846 -0.925 1.494
H -1.778 -2.345 0.992
H -2.615 -1.047 1.301
H -2.410 -0.250 -0.906
H -1.002 -1.551 -1.240
H 1.231 0.308 -1.576
H 1.890 0.642 1.248
H -0.494 2.380 -1.494
H -1.430 2.064 0.966
*
```

## Properties
* energy above the lowest of the compared OMol25 structures with the same formula, charge and spin: 74.4 kcal/mol
* maximum force: 6.321 eV Å⁻¹
* HOMO-LUMO gap: 0.262 Eh
* LUMO: -1.54 eV
* E: -12618.119 eV
* HOMO: -8.7 eV

[2]
ORCA calculation (wB97M-V/def2-TZVPD) on a molecular structure, C4H10BrOPTb.

Structure (ORCA input):
```
! wB97M-V def2-TZVPD RIJCOSX def2/J DEFGRID3
* xyz 3 7
C 2.561 0.655 0.011
C 1.972 -0.866 0.180
C 0.432 -0.918 0.820
O -0.414 0.170 0.316
C -1.685 -0.303 -0.246
P -3.064 0.771 0.616
Br -3.480 2.522 -0.782
H 3.360 0.603 -0.873
H 3.091 1.064 0.991
H 1.759 1.451 -0.350
H 1.906 -1.329 -0.907
H 2.649 -1.517 0.890
H 0.582 -0.718 1.982
H 0.042 -2.001 0.615
H -1.802 -0.052 -1.404
H -1.957 -1.417 -0.017
H -4.226 -0.073 0.734
Tb -1.726 1.957 -2.576
*
```

## Properties
* maximum force: 3.452 eV Å⁻¹
* HOMO-LUMO gap (alpha / beta): 0.299 / 0.174 Eh
* LUMO (alpha / beta): -12.86 / -16.03 eV
* ⟨S²⟩: 13.0259
* E: -108085.153 eV
* HOMO (alpha / beta): -21.0 / -20.8 eV

[3]
ORCA calculation (wB97M-V/def2-TZVPD) on 2 unconnected molecules or ions with the total composition C4H10Cl.

Structure (ORCA input):
```
! wB97M-V def2-TZVPD RIJCOSX def2/J DEFGRID3
* xyz -1 1
C 1.699 0.265 0.094
C -1.363 0.830 -0.187
C 0.584 -0.770 0.257
C -0.727 -0.174 0.776
H 1.432 1.014 -0.670
H 2.637 -0.230 -0.210
H 1.870 0.784 1.052
H -1.523 0.357 -1.170
H -2.337 1.170 0.203
H -0.712 1.711 -0.322
H 0.392 -1.258 -0.718
H 0.922 -1.551 0.964
H -1.444 -0.999 0.956
H -0.534 0.321 1.747
Cl -0.896 -1.469 -2.773
*
```

## Properties
* energy above the lowest of the compared OMol25 structures with the same formula, charge and spin: 0.0 kcal/mol
* maximum force: 0.493 eV Å⁻¹
* HOMO-LUMO gap: 0.288 Eh
* LUMO: 4.10 eV
* E: -16834.799 eV
* HOMO: -3.7 eV

[4]
ORCA calculation (wB97M-V/def2-TZVPD) on 2 unconnected molecules or ions with the total composition C4H10Cl2FN2.

Structure (ORCA input):
```
! wB97M-V def2-TZVPD RIJCOSX def2/J DEFGRID3
* xyz 1 1
C -2.237 -1.142 0.293
C -1.023 0.663 -0.967
C -0.851 -0.520 0.022
C 2.520 -0.534 0.331
N 3.500 0.351 0.359
N -1.724 1.659 -0.291
F -0.405 -0.036 1.263
Cl 1.028 0.920 -1.054
Cl 2.718 -2.032 -0.435
H -2.794 -1.039 -0.575
H -2.665 -0.558 1.211
H -2.042 -2.234 0.583
H -0.309 -1.360 -0.285
H -1.441 0.471 -2.038
H 4.267 0.414 -0.260
H 3.349 1.287 0.896
H -2.037 2.460 -0.730
H 1.746 -0.417 1.014
H -1.604 1.647 0.663
*
```

## Properties
* energy above the lowest of the compared OMol25 structures with the same formula, charge and spin: 0.0 kcal/mol
* maximum force: 4.301 eV Å⁻¹
* HOMO-LUMO gap: 0.336 Eh
* LUMO: -4.58 eV
* E: -35044.564 eV
* HOMO: -13.7 eV

[5]
ORCA calculation (wB97M-V/def2-TZVPD) on C4H10ClN in the gas phase.

Structure (ORCA input):
```
! wB97M-V def2-TZVPD RIJCOSX def2/J DEFGRID3
* xyz 0 1
C 0.768 1.404 -0.636
C 0.804 0.029 0.045
C 2.023 -0.771 -0.389
C -0.421 -0.800 -0.433
H 0.726 1.237 -1.718
H 1.632 1.985 -0.290
H -0.086 2.055 -0.364
H 2.069 -0.861 -1.479
H 2.952 -0.292 -0.043
H 1.963 -1.800 0.007
H -0.040 0.588 1.810
H 1.575 0.611 1.691
H -0.460 -1.811 0.083
H -0.487 -0.862 -1.524
N 0.756 0.037 1.479
Cl -2.011 -0.016 -0.003
*
```

## Properties
* energy above the lowest of the compared OMol25 structures with the same formula, charge and spin: 2.3 kcal/mol
* maximum force: 2.351 eV Å⁻¹
* HOMO-LUMO gap: 0.392 Eh
* LUMO: 0.90 eV
* E: -18322.945 eV
* HOMO: -9.8 eV
* SMILES: CC(C)(N)CCl

[6]
ORCA calculation (wB97M-V/def2-TZVPD) on C4H10ClN in the gas phase.

Structure (ORCA input):
```
! wB97M-V def2-TZVPD RIJCOSX def2/J DEFGRID3
* xyz 0 1
C -1.943 -1.384 -0.045
C -0.037 -0.205 0.243
C 0.588 1.053 -0.310
C 2.181 1.040 -0.062
H -2.955 -1.522 0.193
H -1.840 -1.605 -1.105
H -1.447 -2.176 0.521
H -1.692 0.163 1.170
H 0.434 -0.341 1.248
H 0.127 -1.059 -0.336
H 0.099 1.905 0.132
H 2.443 0.692 0.949
H 2.640 2.038 -0.167
H 2.659 0.272 -0.662
N -1.432 -0.078 0.283
Cl 0.174 1.208 -2.051
*
```

## Properties
* energy above the lowest of the compared OMol25 structures with the same formula, charge and spin: 24.7 kcal/mol
* maximum force: 3.031 eV Å⁻¹
* HOMO-LUMO gap: 0.375 Eh
* LUMO: 1.02 eV
* E: -18321.974 eV
* HOMO: -9.2 eV
* SMILES: CNC[C@@H](C)Cl

[7]
ORCA calculation (wB97M-V/def2-TZVPD) on C4H10ClN3 in the gas phase.

Structure (ORCA input):
```
! wB97M-V def2-TZVPD RIJCOSX def2/J DEFGRID3
* xyz 0 3
C 1.325 -0.944 -0.693
C 0.670 0.084 -0.208
C -1.737 -1.190 -0.672
C -1.066 -0.070 0.115
N -1.337 -0.161 1.483
N 2.484 1.772 0.021
N 1.122 1.278 0.176
Cl -1.813 1.585 -0.601
H 2.349 -0.915 -0.686
H 0.715 -1.855 -1.018
H -2.759 -1.251 -0.599
H -1.659 -1.261 -1.761
H -1.497 -2.114 -0.359
H -0.871 0.617 1.928
H -2.283 -0.390 1.775
H 2.845 1.806 0.955
H 2.976 1.067 -0.507
H 0.535 1.943 0.649
*
```

## Properties
* maximum force: 11.836 eV Å⁻¹
* HOMO-LUMO gap (alpha / beta): 0.164 / 0.301 Eh
* LUMO (alpha / beta): 0.80 / -1.22 eV
* ⟨S²⟩: 2.0073
* E: -21295.908 eV
* HOMO (alpha / beta): -3.7 / -9.4 eV

[8]
ORCA calculation (wB97M-V/def2-TZVPD) on a molecular structure, C4H10ClO6OsTe4.

Structure (ORCA input):
```
! wB97M-V def2-TZVPD RIJCOSX def2/J DEFGRID3
* xyz 1 5
Os -0.604 0.057 0.296
C 0.300 -0.612 -2.714
O 0.348 -1.085 -1.354
C 1.702 -1.415 -0.994
C 1.737 -1.764 0.464
O 1.220 -0.627 1.167
C 1.338 -0.722 2.599
H 0.623 -1.419 -3.372
H 0.945 0.259 -2.827
H -0.727 -0.341 -2.929
H 2.340 -0.552 -1.196
H 2.031 -2.263 -1.598
H 2.765 -1.948 0.783
H 1.123 -2.641 0.689
H 2.392 -0.820 2.852
H 0.773 -1.582 2.963
H 0.924 0.195 3.005
Te -2.798 1.985 1.862
Te -1.818 3.648 3.718
Te -4.324 2.718 -2.004
Te -3.402 0.119 -1.890
O 0.567 1.362 -0.467
Cl -0.108 2.907 -0.432
O -3.611 3.335 -0.446
O -1.247 0.859 2.003
O -2.489 0.347 -0.180
*
```

## Properties
* energy above the lowest of the compared OMol25 structures with the same formula, charge and spin: 0.9 kcal/mol
* maximum force: 0.539 eV Å⁻¹
* HOMO-LUMO gap (alpha / beta): 0.262 / 0.214 Eh
* LUMO (alpha / beta): -3.72 / -5.49 eV
* ⟨S²⟩: 6.0210
* E: -60744.326 eV
* HOMO (alpha / beta): -10.9 / -11.3 eV

[9]
ORCA calculation (wB97M-V/def2-TZVPD) on a molecular structure, C4H10CsO2.

Structure (ORCA input):
```
! wB97M-V def2-TZVPD RIJCOSX def2/J DEFGRID3
* xyz 1 1
Cs -5.852 -20.022 6.771
C -8.614 -24.630 7.704
O -8.761 -23.334 7.174
C -10.107 -23.016 6.802
C -10.390 -22.681 5.312
O -10.123 -23.926 4.660
C -10.868 -24.263 3.417
H -9.070 -25.375 7.051
H -9.232 -24.912 8.556
H -7.570 -24.901 7.858
H -10.383 -22.222 7.496
H -10.863 -23.729 7.131
H -9.728 -21.856 5.050
H -11.429 -22.360 5.241
H -10.577 -23.370 2.864
H -11.949 -24.267 3.554
H -10.512 -25.241 3.095
*
```

## Properties
* energy above the lowest of the compared OMol25 structures with the same formula, charge and spin: 38.7 kcal/mol
* maximum force: 2.833 eV Å⁻¹
* HOMO-LUMO gap: 0.292 Eh
* LUMO: -3.90 eV
* E: -8945.539 eV
* HOMO: -11.9 eV